52
Properties=species:S:1:pos:R:3:lowdin_charge:R:1 method="wB97M-V/def2-TZVPD" lumo_energy_ha="-0.0936 / -0.0973" multiplicity=4 e_homo_ev="-7.1 / -11.9" s_squared=3.752 charge=+1
Ti 0.26721 0.98986 0.60289 0.67
C -0.41514 -4.34500 2.87109 -0.09
O -0.30900 -4.32920 1.46275 -0.18
C 0.79535 -3.63018 0.97897 -0.23
C 0.87890 -2.10926 1.22016 -0.19
N -0.04764 -1.27782 0.41497 -0.12
C -1.44097 -1.51048 0.88008 -0.16
C -2.30222 -0.27946 0.69827 -0.20
O -1.83606 0.65754 1.67771 -0.29
C -2.54661 1.87364 1.78335 -0.09
H 0.42570 -4.90515 3.30076 0.10
H -1.32385 -4.89403 3.10712 0.10
H -0.42470 -3.35535 3.33409 0.08
H 1.02595 -3.96745 -0.03425 0.12
H 1.75061 -3.95053 1.45123 0.13
H 1.89248 -1.90198 0.85267 0.11
H 0.83563 -1.73660 2.24256 0.11
H 0.09052 -1.55344 -0.55248 0.07
H -1.44032 -1.70052 1.95232 0.12
H -1.92597 -2.34674 0.37108 0.14
H -3.29963 -0.49554 1.10749 0.14
H -2.27925 0.05321 -0.34328 0.12
H -3.58168 1.68383 2.08302 0.10
H -2.44013 2.51189 0.90345 0.08
H -2.10448 2.44662 2.60107 0.10
C 0.57412 -2.48903 -3.10371 -0.05
O 0.56158 -1.28512 -2.33656 -0.24
C 1.05168 -0.17215 -3.03056 -0.19
C 0.92425 1.16697 -2.27696 -0.18
N -0.40377 1.50182 -1.73418 -0.10
C -0.71464 2.90480 -1.73753 -0.19
C 0.13843 3.80094 -0.81117 -0.20
O 0.10565 3.24915 0.49306 -0.32
C 0.94154 3.94145 1.43642 -0.06
H -0.10486 -2.35570 -3.95041 0.10
H 0.21182 -3.27222 -2.44570 0.09
H 1.58025 -2.71070 -3.46291 0.10
H 0.39360 -0.07611 -3.90508 0.13
H 2.11299 -0.26709 -3.27364 0.14
H 1.18050 1.94303 -3.00924 0.13
H 1.66379 1.27074 -1.47420 0.09
H -1.13363 0.93269 -2.14045 0.12
H -1.68635 2.99421 -1.23547 0.12
H -0.75236 3.37554 -2.72828 0.14
H -0.39577 4.75291 -0.84122 0.14
H 1.12499 3.94657 -1.26403 0.13
H 0.76064 5.01650 1.35992 0.10
H 1.99684 3.79377 1.20198 0.09
H 0.65877 3.55077 2.40679 0.09
O 2.60256 0.87949 0.90604 -0.07
H 3.05686 0.39698 1.60868 0.08
H 3.30579 1.28193 0.38131 0.08